Entry 1:
Computed, not measured: a molecular structure, C30H24AsBCuF18NO4, with ωB97M-V with the def2-TZVPD basis set.

XYZ file:
```
80
Properties=species:S:1:pos:R:3:forces:R:3
As -3.297545 -1.009938 -1.481496 0.11 0.03 0.03
Cu 1.276011 0.044488 0.214475 -0.31 0.34 -0.23
F 2.643501 2.696022 0.722779 -0.05 -0.03 -0.01
F 2.028810 -3.480719 2.653019 -0.03 0.07 0.03
F 1.887269 -2.761222 4.670513 -0.02 0.02 -0.11
F -1.754089 -0.544331 -0.813888 -0.24 -0.09 -0.08
F -2.799637 -0.456664 -3.056774 -0.05 -0.06 0.13
F 3.267429 -0.429749 4.570173 -0.07 -0.05 -0.12
F 0.259659 2.377549 -3.416020 0.02 0.02 0.04
F 1.384935 4.172220 -2.927329 -0.02 -0.09 -0.01
F 3.471064 0.416022 2.596043 -0.06 -0.06 0.02
F 2.403850 2.328276 -3.359023 -0.05 0.04 0.02
F -3.816922 -1.571342 0.088771 0.03 0.05 -0.08
F -2.675976 -2.602298 -1.835007 -0.02 0.10 0.01
F -3.948846 0.568298 -1.127499 0.04 -0.10 -0.03
F 4.044017 -1.643914 2.971852 -0.09 0.02 0.03
F 0.119367 -2.840412 3.418550 0.02 0.01 -0.01
F -4.846801 -1.487118 -2.147296 0.07 0.03 0.03
F 2.131864 4.490165 -0.360896 -0.03 -0.09 -0.01
F 3.596086 3.113991 -1.157096 -0.05 -0.01 -0.01
O 1.575583 1.052118 -1.311632 0.21 0.00 -0.01
O 1.637942 -1.331115 1.473297 0.00 -0.16 -0.25
O 3.858795 -1.118215 0.305360 0.01 -0.09 0.04
O 2.368458 -2.773764 -0.354234 -0.07 0.02 -0.07
N 0.272459 1.243653 1.364473 0.05 -0.14 0.01
C 5.264125 -3.899471 -2.324980 0.02 -0.02 0.01
C 0.188916 1.077812 2.692073 0.00 -0.01 0.08
C -0.426889 0.586445 7.017446 -0.03 0.00 0.10
C 3.134794 -0.688921 3.258043 0.23 0.08 0.08
C 8.608537 -2.837908 -1.337324 0.01 -0.01 -0.01
C -0.528714 2.119580 0.636975 0.03 0.07 0.00
C -1.863359 2.329946 1.012536 -0.07 0.00 0.01
C 1.279024 2.380902 -1.235883 -0.15 -0.09 0.11
C 1.321221 2.820212 -2.736431 0.07 0.08 -0.12
C -2.245283 3.882674 -0.771601 0.07 -0.07 0.05
C -3.147491 4.790690 -1.559342 -0.05 0.07 -0.04
C 1.418298 -2.561169 3.415564 0.03 -0.17 0.15
C 0.462086 -0.168754 4.783197 0.00 -0.02 0.06
C -2.703683 3.181229 0.334482 -0.01 0.01 -0.02
C 6.169793 -2.920286 -1.933428 0.00 -0.01 -0.03
C -0.393737 2.078649 3.526781 -0.03 0.02 0.04
C 7.592861 -2.851084 -2.488416 0.00 0.02 -0.01
C -0.204258 0.772724 5.541990 0.03 0.00 -0.10
C 4.468349 -1.970531 -0.560402 -0.01 -0.04 -0.08
C -0.949708 3.629438 -1.191466 0.01 0.00 -0.04
C 2.412743 3.171873 -0.507301 0.14 0.09 0.09
C 0.714965 -0.060153 3.411205 -0.02 0.06 0.02
C 7.748693 -1.563034 -3.310457 0.02 0.00 0.01
C 3.573052 -2.960714 -0.963162 -0.05 0.04 0.00
C -0.084198 2.731827 -0.563554 0.03 0.06 -0.02
C 5.756940 -1.929900 -1.026196 -0.02 -0.01 0.01
C -0.591617 1.934461 4.873582 0.00 0.01 -0.01
C 3.947365 -3.936997 -1.848030 0.02 0.02 0.02
C 1.688920 -1.119711 2.873589 0.08 0.18 -0.13
C 7.924310 -4.036298 -3.393693 0.02 -0.03 -0.03
B 2.522805 -1.586077 0.387610 0.26 -0.15 0.45
H -2.585349 5.600131 -2.030473 0.01 -0.01 0.00
H 0.483890 0.756342 7.601287 0.01 0.00 -0.01
H -0.778530 -0.420790 7.252829 0.01 -0.01 -0.02
H 7.812609 -4.988022 -2.870565 0.01 0.00 0.02
H 6.418066 -1.139077 -0.699475 0.01 0.03 0.00
H 8.960526 -3.954870 -3.730585 0.00 0.00 -0.01
H -0.702530 2.995897 3.047046 0.01 0.00 0.00
H -1.057756 2.746661 5.424676 0.00 0.00 0.01
H -2.250797 1.763439 1.848326 0.01 -0.01 -0.02
H -1.179779 1.287039 7.384889 0.00 0.00 -0.01
H 8.472864 -1.971734 -0.690995 -0.01 0.02 0.02
H 7.541079 -0.680297 -2.705998 0.00 0.01 0.01
H 9.627007 -2.803954 -1.734273 0.00 0.01 0.00
H -3.661081 4.240726 -2.352296 0.00 -0.02 0.00
H -3.913955 5.239361 -0.923478 0.01 -0.01 0.01
H -3.737298 3.271730 0.650765 -0.01 0.01 -0.01
H 7.288318 -4.057977 -4.280036 -0.02 0.01 0.00
H 0.827555 -1.037902 5.310872 0.00 0.02 0.03
H 8.767239 -1.478595 -3.700512 0.01 0.00 0.00
H 8.508476 -3.732754 -0.720130 -0.01 -0.02 -0.01
H 3.247510 -4.696667 -2.167282 0.00 -0.01 -0.01
H -0.615773 4.151123 -2.074855 -0.03 0.02 -0.02
H 7.053815 -1.556262 -4.151555 -0.01 -0.01 0.00
H 5.567999 -4.663617 -3.026885 -0.01 0.01 0.00
```
Positions in Å, forces in eV/Å.

Values from the calculation:
Kohn-Sham gap = 5.47 eV
HOMO = -1.831 eV
Total charge = -2
Relative energy (zero: lowest compared OMol25 entry of this formula, charge and spin) = 0.0 kcal/mol

=====

Entry 2:
Computed, not measured: 2 unconnected molecules or ions with the total composition F2H2NP in a non-equilibrium geometry, with ωB97M-V with the def2-TZVPD basis set.

XYZ file:
```
6
Properties=species:S:1:pos:R:3:forces:R:3
P -0.473617 -1.577723 0.592702 -1.28 -0.41 -1.28
F 1.203531 2.268814 0.116005 -0.13 -0.61 0.15
F -1.591927 -2.354288 -0.400666 1.28 0.89 1.02
N -0.065484 -0.229652 0.051023 0.46 1.81 -1.74
H -0.062242 0.502817 -0.753075 -0.57 -2.28 1.77
H 0.989739 1.390032 0.394011 0.23 0.60 0.08
```
Positions in Å, forces in eV/Å.

Values from the calculation:
Kohn-Sham gap = 11.11 eV
SMILES = [H]/N=P\F.F
HOMO = -11.721 eV
Relative energy (zero: lowest compared OMol25 entry of this formula, charge and spin) = 39.0 kcal/mol

=====

Entry 3:
Computed, not measured: 4 unconnected molecules or ions with the total composition C4H15NO3 in a non-equilibrium geometry, with ωB97M-V with the def2-TZVPD basis set.

XYZ file:
```
23
Properties=species:S:1:pos:R:3:forces:R:3
O 0.902463 -3.761113 1.887841 -0.27 0.06 -0.30
O 0.928145 3.471604 -4.527734 0.12 0.03 -0.01
O 0.724052 2.988872 4.118518 -0.04 -0.01 -0.19
N 0.710618 -0.705849 0.116205 0.59 -0.43 -0.09
C -1.437502 -0.945233 -0.908431 0.84 0.33 -0.20
C -1.005456 -2.137478 -1.704492 -0.79 -0.38 -0.06
C -0.602287 -0.289116 -0.105053 -0.52 0.35 0.73
C -1.078473 0.830259 0.798455 -1.52 -1.07 -0.88
H 1.090711 2.470602 4.839835 0.00 -0.07 -0.02
H 1.278893 -0.933859 -0.689188 -0.19 -0.08 0.15
H 0.700614 -2.911027 1.473615 0.14 0.13 0.03
H 0.363538 -4.370866 1.368972 0.13 -0.08 0.18
H -1.315072 0.403990 1.768221 0.69 0.29 0.59
H -0.028992 -2.126592 -2.183874 0.08 0.44 -0.01
H -2.450813 -0.578233 -0.949454 -0.11 -0.10 -0.28
H -2.078121 1.160141 0.478001 0.37 0.01 -0.22
H -1.749750 -2.357313 -2.461665 0.00 0.04 -0.35
H -0.431771 1.677244 0.756061 0.59 0.55 0.48
H 1.790822 3.867546 -4.698015 -0.12 -0.07 0.04
H 0.612895 2.374985 3.382104 0.02 0.07 0.21
H 1.096760 2.761779 -3.900184 0.00 0.03 -0.03
H 1.241574 -0.260293 0.845003 -0.11 0.30 -0.14
H -1.009018 -3.022766 -1.081058 0.12 -0.37 0.38
```
Positions in Å, forces in eV/Å.

Values from the calculation:
Kohn-Sham gap = 8.70 eV
SMILES = C/C=C(/C)N.O.O.O
HOMO = -8.343 eV
Relative energy (zero: lowest compared OMol25 entry of this formula, charge and spin) = 22.2 kcal/mol

=====

Entry 4:
Computed, not measured: a molecular structure, C10H16F3NO12S2 in a non-equilibrium geometry, with ωB97M-V with the def2-TZVPD basis set.

XYZ file:
```
44
Properties=species:S:1:pos:R:3:forces:R:3
S -1.398763 -2.739855 -4.327345 -0.90 -1.62 -1.18
S -0.082041 -2.676560 -1.894719 1.30 -2.83 -0.12
F -0.817619 -0.903335 -0.171313 -0.03 -0.12 0.13
F -2.498786 -1.881668 -1.090622 -0.29 -0.04 -0.09
F -1.380803 -0.335745 -2.139736 -0.31 0.33 -0.70
O 4.404548 0.514144 -1.617677 0.10 0.08 0.03
O -3.207044 1.678069 2.458692 0.07 0.11 -0.04
O 4.142206 -0.117812 0.532151 0.08 0.02 0.25
O -4.871954 0.240255 1.928558 -0.16 0.07 0.02
O -2.786387 -0.434822 2.462427 0.05 0.09 0.13
O -1.152723 -0.266744 -5.221663 -0.74 -0.89 0.42
O 0.721328 -1.415460 -5.389144 0.07 -1.50 0.41
O -2.717354 -2.326219 -3.891121 0.26 0.67 1.01
O 1.187165 -2.010795 -2.045221 -0.27 1.25 -0.58
O -1.538474 -3.697701 -5.415910 0.82 -0.26 -0.14
O 4.739948 1.981202 -0.071864 -0.04 0.20 0.04
O -0.025560 -3.571615 -0.755806 -0.88 0.00 0.48
N -0.560433 -3.543708 -3.143371 -0.59 2.21 0.35
C -4.111959 2.769210 2.294640 -0.23 0.32 -0.01
C 4.394207 0.700787 -0.310398 -0.02 -0.16 -0.37
C 4.807285 2.337887 1.306148 0.05 0.10 0.32
C -5.022918 2.921464 3.496425 -0.07 -0.21 0.15
C -0.460543 -1.288450 -5.070091 0.84 2.80 -0.76
C 4.129352 -0.838801 -2.036069 -0.14 -0.38 -0.14
C 6.087137 1.840346 1.947958 0.12 -0.20 -0.05
C -1.300645 -1.377417 -1.354999 0.71 -0.04 0.83
C -3.219250 -1.789647 2.343979 -0.05 -0.48 -0.15
C -3.732826 0.465452 2.244723 0.18 -0.15 0.02
H 4.964931 -1.484484 -1.760875 -0.01 0.06 0.12
H 4.029892 -0.829428 -3.117076 -0.04 0.24 0.02
H -3.707969 -1.957229 1.387371 -0.04 0.05 0.02
H -4.681767 2.655525 1.372348 -0.01 -0.16 0.04
H 3.202010 -1.208989 -1.607747 0.00 0.05 0.02
H 6.168041 2.200759 2.975171 -0.01 0.04 -0.01
H -2.341524 -2.426980 2.398018 0.16 0.25 -0.03
H 6.955703 2.182453 1.381771 -0.03 0.12 0.04
H -4.435346 2.996089 4.413468 0.04 0.12 -0.04
H 3.926966 1.974373 1.837217 0.03 -0.15 -0.07
H -5.678509 2.057383 3.601587 -0.02 0.02 -0.11
H 6.118144 0.751371 1.961899 -0.11 0.01 0.04
H 4.779840 3.427350 1.338004 -0.02 0.00 -0.22
H -5.642738 3.814157 3.397982 0.04 0.02 -0.02
H -3.890975 -2.044483 3.165578 -0.09 0.10 -0.06
H -3.493794 3.659671 2.186655 0.19 -0.14 0.01
```
Positions in Å, forces in eV/Å.

Values from the calculation:
Kohn-Sham gap = 5.84 eV
HOMO = -1.822 eV
Total charge = -2